Entry 1:
Entry from the OMol25 dataset: C3H7NO in the gas phase at a distorted geometry (wB97M-V/def2-TZVPD).

frontier orbital gap	10.424	eV
LUMO	1.0	eV
SMILES	C[C@@H](N)C=O
DFT total energy	-248.481382	Eh
energy relative to the best compared isomer or geometry (same formula, charge and spin)	118.4	kJ/mol
molar mass	73.1	g/mol

Geometry as ORCA input:
```
! wB97M-V def2-TZVPD RIJCOSX def2/J DEFGRID3
* xyz 0 1
C -0.41931 0.26487 1.18739
C -0.22111 -0.04632 -0.28104
N 0.54295 1.02421 -0.92055
C 0.45152 -1.38794 -0.51525
O -0.15736 -2.41539 -0.36799
H -0.95134 1.20475 1.31130
H 0.53012 0.26814 1.72888
H -1.00551 -0.48718 1.71733
H -1.21318 -0.05935 -0.74349
H 0.50338 1.94804 -0.52080
H 0.39431 1.09789 -1.90727
H 1.54551 -1.41172 -0.68852
*
```


Entry 2:
Entry from the OMol25 dataset: 3 unconnected molecules or ions with the total composition C3H13NO3 at a distorted geometry (wB97M-V/def2-TZVPD).

frontier orbital gap	9.856	eV
LUMO	0.5	eV
SMILES	CCNCO.O.O
DFT total energy	-402.481426	Eh
energy relative to the best compared isomer or geometry (same formula, charge and spin)	259.9	kJ/mol
molar mass	111.1	g/mol

Geometry as ORCA input:
```
! wB97M-V def2-TZVPD RIJCOSX def2/J DEFGRID3
* xyz 0 1
C -0.50963 0.99837 1.70751
C 0.59733 -0.06530 1.38628
N -0.05212 -1.41913 1.09940
C 0.81788 -2.42080 0.34119
O 0.77410 -2.13126 -1.02080
H -0.67815 1.91382 0.94775
H 0.06582 1.58082 2.50796
H -1.41238 0.63277 2.17205
H 1.15516 0.29786 0.48482
H 1.29139 -0.20858 2.21525
H -0.81070 -1.30197 0.47386
H 0.24267 -3.36768 0.43675
H 1.89163 -2.57684 0.68315
H 0.62839 -2.96849 -1.51692
O 0.25398 2.94571 -1.96073
H -0.81458 2.90441 -1.98841
H 0.49115 2.58988 -1.07224
O -1.26019 0.99357 -2.63381
H -1.58046 1.49925 -1.93107
H -1.09129 0.10357 -2.33201
*
```